Record 1
Density functional theory data (ωB97M-V with the def2-TZVPD basis set) for a structure of composition C32H42HfN2OP2 in a non-equilibrium geometry.

The geometry in XYZ format:
```
80
Properties=species:S:1:pos:R:3:mulliken_charge:R:1
C -2.60232 1.90065 -3.34471 -0.509
C -2.29620 0.65213 -2.85530 -0.033
C -0.98173 0.12036 -3.00397 0.812
C 0.05915 1.13486 -3.10794 1.210
C -0.24958 2.48955 -3.36132 -0.993
C -1.57049 2.83619 -3.63014 -0.811
C 1.43737 0.73462 -3.01352 -1.167
C 1.70788 -0.64505 -2.88800 1.414
C 0.61000 -1.58896 -2.78156 -0.075
C 0.97981 -2.91529 -2.41963 0.360
C 2.25792 -3.36262 -2.70483 -0.834
C 3.29011 -2.43738 -2.98055 -0.789
C 3.04700 -1.08925 -2.92904 -0.750
H -3.65993 2.16156 -3.51117 0.422
H 0.55870 3.19751 -3.41469 0.545
H -1.82497 3.81322 -4.01008 0.473
H 2.10780 1.42678 -2.44745 0.222
H 2.46595 -4.44217 -2.73347 0.434
H 4.29510 -2.78684 -3.19905 0.426
H 3.80497 -0.32225 -3.01901 0.568
N -0.69303 -1.20674 -3.01233 -0.416
Hf -0.47341 -0.82071 0.43935 -0.457
C -3.38390 -0.15720 -2.16849 -1.372
H -3.35889 -1.18275 -2.51451 0.461
H -4.37844 0.30810 -2.35254 0.609
C -0.04929 -3.86188 -1.82620 -1.097
H -0.95274 -3.79078 -2.41775 0.477
H 0.33277 -4.90441 -1.81022 0.585
P -2.97888 -0.18835 -0.29411 0.877
P -0.56048 -3.34459 -0.06299 0.962
C 0.59752 -4.30184 0.99269 -1.300
H 0.39763 -4.00869 2.03157 0.392
H 0.49595 -5.38323 0.89746 0.510
H 1.63981 -4.02110 0.76111 0.363
C -2.18050 -4.14828 0.14971 -1.284
H -2.10152 -5.21975 0.26624 0.561
H -2.64229 -3.72656 1.05462 0.377
H -2.84776 -3.91666 -0.69273 0.345
C -3.47684 1.47521 0.25985 -1.364
H -4.38851 1.85509 -0.22143 0.534
H -3.63320 1.40640 1.34544 0.393
H -2.64575 2.17883 0.08040 0.269
C -4.25311 -1.29232 0.34236 -1.331
H -4.06146 -1.42357 1.41659 0.355
H -5.25186 -0.88412 0.19744 0.479
H -4.18720 -2.28315 -0.12901 0.332
C -1.32912 -1.28504 2.21625 0.321
O -1.91557 -1.79340 3.12131 -0.320
H 0.14704 0.20436 -0.58486 0.455
C 2.31336 5.14409 1.39993 -1.628
C 1.34614 4.03751 1.59604 0.712
C 0.15569 4.28871 2.30158 -0.766
C -0.73294 3.25386 2.57955 0.297
C -2.05478 3.53089 3.26462 -1.628
C -0.32255 1.94307 2.33328 -0.403
C 0.89192 1.66204 1.68255 0.070
C 1.67113 2.73380 1.22126 -0.389
N 1.14767 0.31169 1.37461 0.886
C 2.42603 -0.31518 1.74232 1.431
C 2.92767 -1.35278 0.74547 -1.291
C 3.58737 0.62220 2.07396 -1.943
C 2.16825 -1.04018 3.06974 -1.430
H 1.85306 6.01356 0.93166 0.401
H 2.72730 5.45715 2.36388 0.326
H 3.14883 4.80851 0.77393 0.377
H -0.05170 5.31156 2.62054 0.499
H -1.90221 3.75642 4.33167 0.399
H -2.59787 4.37289 2.82145 0.398
H -2.71308 2.64179 3.20577 0.269
H -0.95840 1.11028 2.66019 0.625
H 2.51631 2.53674 0.55410 0.294
H 3.10111 -0.95472 -0.25469 0.145
H 3.86826 -1.77725 1.15550 0.632
H 2.23550 -2.19409 0.66410 -0.207
H 4.42846 0.01812 2.49282 0.534
H 3.94912 1.16281 1.19311 0.342
H 3.27614 1.35685 2.84384 0.455
H 1.87280 -0.28346 3.81800 0.359
H 1.33059 -1.73245 2.94660 0.092
H 3.08737 -1.58489 3.36279 0.503
```

* total charge: +2
* Kohn-Sham gap (alpha / beta): 0.1836 / 0.1833 hartree
* E_HOMO (alpha / beta): -13.045 / -13.042 eV
* lowest unoccupied orbital energy (alpha / beta): -0.2958 / -0.2960 hartree
* E: -58759.995 eV


Record 2
Density functional theory data (ωB97M-V with the def2-TZVPD basis set) for a structure of composition C32H42N6O4S2Ti in a non-equilibrium geometry.

The geometry in XYZ format:
```
87
Properties=species:S:1:pos:R:3:lowdin_spin:R:1
Ti -0.15292 -0.93687 -0.94592 0.971
C 2.19299 0.42244 0.44782 -0.001
C 1.85639 0.94151 1.68269 -0.002
C 0.71889 1.84877 1.46127 -0.001
C 0.45468 1.82452 0.10657 -0.001
C 1.33831 0.92291 -0.59460 -0.007
C 1.99055 1.36677 -1.92501 0.000
C 2.54208 0.19459 -2.73797 0.000
C 3.16254 2.29441 -1.56291 -0.001
C 1.01599 2.16902 -2.78809 0.001
C -0.13951 2.67159 2.42744 0.000
C 0.71438 3.53358 3.36591 0.000
C -1.02874 3.65307 1.64554 0.000
C -1.10486 1.80227 3.25635 0.000
C 2.68338 0.58995 2.92436 0.000
C 3.70683 1.70263 3.20930 0.000
C 3.48940 -0.69809 2.67921 0.000
C 1.84269 0.32419 4.17913 0.000
H 3.01929 -0.24480 0.25886 0.000
H -0.30655 2.40693 -0.38720 0.000
H 3.11575 -0.49200 -2.10976 0.000
H 3.19877 0.56593 -3.53135 0.000
H 1.74622 -0.38020 -3.21205 0.000
H 3.97127 1.73505 -1.08942 0.000
H 2.83371 3.07104 -0.86749 0.000
H 3.55925 2.77549 -2.46248 0.000
H 0.10270 1.61286 -2.98611 0.001
H 1.47957 2.38969 -3.75326 0.000
H 0.75669 3.11731 -2.31166 0.000
H 1.40924 4.14531 2.78683 0.000
H 1.29290 2.94905 4.07496 0.000
H 0.06768 4.20122 3.94240 0.000
H -0.42909 4.32274 1.02668 0.000
H -1.60279 4.25864 2.35180 0.000
H -1.73850 3.12707 1.00695 0.000
H -0.60490 0.96938 3.75148 0.000
H -1.89336 1.40397 2.61473 0.000
H -1.58747 2.40994 4.02794 0.000
H 4.36055 1.82350 2.34380 0.000
H 4.32464 1.44199 4.07463 0.000
H 3.23682 2.66373 3.40263 0.000
H 4.25959 -0.55407 1.92185 0.000
H 2.85238 -1.52140 2.35033 0.000
H 3.99111 -0.99147 3.60518 0.000
H 1.24763 1.17825 4.48871 0.000
H 2.50033 0.06118 5.01213 0.000
H 1.16760 -0.52149 4.01533 0.000
N -0.50175 -0.86282 1.26202 0.009
N -1.00175 -2.04680 1.83686 0.000
C -1.75453 -2.79773 0.98305 0.000
N -2.44299 -3.83053 1.53760 0.000
N -1.75800 -2.40905 -0.26986 0.000
N -2.65115 -3.11672 -1.12411 0.000
O -2.58503 -4.33622 -1.16886 0.000
O -3.38373 -2.42981 -1.79011 0.000
H 0.40134 -0.61762 1.66927 0.001
H -1.18460 -0.10435 1.35378 0.003
H -1.38164 -1.95341 2.76965 0.000
H -2.06093 -4.16039 2.40969 0.000
H -2.67151 -4.56928 0.88805 0.000
S 1.51059 -2.72251 -0.35030 -0.001
C 1.46995 -3.89635 -1.65591 0.002
C 2.23519 -5.06101 -1.55417 0.000
C 2.24321 -6.01221 -2.55968 -0.001
C 1.47558 -5.80931 -3.70065 0.000
C 0.71150 -4.66025 -3.81377 -0.001
C 0.68991 -3.69353 -2.80483 0.003
S -0.30174 -2.25885 -3.04537 -0.003
H 2.83133 -5.20611 -0.66078 0.000
H 2.84601 -6.90649 -2.45355 0.000
H 1.46963 -6.54359 -4.49747 0.000
H 0.10692 -4.49097 -4.69668 0.000
O -2.77327 0.54091 0.73484 0.001
C -2.85939 0.60259 -0.48996 0.004
N -1.88973 0.28984 -1.40016 0.013
C -2.38990 0.51959 -2.68335 0.005
O -1.78877 0.37441 -3.72038 0.002
C -3.80850 0.99797 -2.55916 0.000
C -4.74110 1.34684 -3.51277 0.000
C -5.98583 1.77562 -3.05880 0.000
C -6.26729 1.85178 -1.69565 0.000
C -5.31348 1.49730 -0.74508 0.000
C -4.08824 1.06909 -1.21173 0.000
H -4.50689 1.28340 -4.56707 0.000
H -6.75078 2.05550 -3.77256 0.000
H -7.24504 2.19034 -1.37610 0.000
H -5.51768 1.54868 0.31651 0.000
```

* 2S+1: 2
* total charge: -1
* Kohn-Sham gap (alpha / beta): 0.2248 / 0.2294 hartree
* E_HOMO (alpha / beta): -3.972 / -4.097 eV
* lowest unoccupied orbital energy (alpha / beta): 0.0788 / 0.0788 hartree
* E: -95784.923 eV
* energy above the lowest of the compared OMol25 structures with the same formula, charge and spin: 3.30 kcal/mol